[1]
A structure of composition C43H32F15N2O4SSbV at a distorted geometry, computed with ωB97M-V/def2-TZVPD.

The geometry in XYZ format:
```
99
Properties=species:S:1:pos:R:3:lowdin_spin:R:1
V -0.723 -0.034 -0.116 2.5470
C -6.077 -2.837 2.004 0.0007
C -4.670 -2.318 2.035 0.0039
C -4.299 -1.281 2.876 0.0013
C -3.026 -0.757 2.829 0.0033
C -2.063 -1.214 1.914 0.0065
N -0.866 -0.577 1.713 0.0076
C -0.093 -0.077 2.685 0.0122
C -0.334 -0.288 4.071 0.0080
C 0.328 0.418 5.046 0.0013
C 1.300 1.358 4.714 0.0125
C 1.985 2.207 5.746 0.0023
C 1.698 1.419 3.382 0.0001
C 1.076 0.697 2.379 0.0107
C 1.779 0.613 1.021 0.0112
O 1.213 -0.084 0.048 0.0617
C 2.146 2.054 0.461 0.0019
F 1.605 3.099 1.109 0.0007
F 1.779 2.175 -0.825 0.0016
F 3.473 2.333 0.458 0.0002
C 3.153 -0.107 1.270 0.0007
F 3.807 -0.315 0.116 0.0006
F 2.973 -1.304 1.832 0.0008
F 4.066 0.509 2.071 0.0003
C -2.444 -2.289 1.069 0.0060
C -3.716 -2.824 1.158 0.0007
C -1.430 -2.778 0.030 0.0126
O -0.941 -1.847 -0.798 0.0576
C -0.266 -3.454 0.832 0.0025
F 0.635 -2.572 1.249 0.0009
F -0.700 -4.108 1.939 0.0012
F 0.428 -4.387 0.147 0.0002
C -1.994 -3.881 -0.906 -0.0004
F -1.101 -4.224 -1.844 0.0000
F -3.078 -3.483 -1.583 0.0003
F -2.342 -5.056 -0.314 0.0001
H -6.614 -2.556 2.910 0.0000
H -6.090 -3.920 1.896 0.0001
H -6.604 -2.408 1.150 0.0002
H -5.020 -0.861 3.569 0.0001
H -2.778 0.075 3.470 0.0003
H -1.066 -1.033 4.352 0.0008
H 0.091 0.235 6.088 -0.0002
H 1.445 2.188 6.692 0.0000
H 2.055 3.239 5.404 0.0005
H 3.000 1.846 5.919 0.0008
H 2.550 2.042 3.145 -0.0002
H -4.007 -3.645 0.523 0.0000
O -0.605 2.077 0.412 0.0323
S -1.887 2.759 0.666 0.0064
C -1.379 4.548 0.841 -0.0008
C -0.961 4.760 2.281 0.0000
C -2.003 4.022 3.113 0.0003
C -2.107 2.637 2.505 0.0023
H -2.256 5.139 0.584 0.0000
H -0.586 4.722 0.121 0.0000
H -0.905 5.822 2.540 0.0000
H 0.019 4.307 2.437 0.0000
H -2.962 4.543 3.049 0.0000
H -1.709 3.966 4.164 0.0001
H -3.054 2.144 2.709 0.0003
H -1.276 2.007 2.816 0.0000
O -5.022 0.379 -0.050 0.0273
C -3.837 0.377 -0.150 0.0329
N -2.671 0.468 -0.264 0.0228
F -2.040 -0.768 -8.418 0.0000
C -1.611 -0.450 -7.155 -0.0001
C -2.215 -1.060 -6.063 0.0002
C -1.766 -0.728 -4.796 0.0005
C -0.740 0.188 -4.610 0.0040
C -0.157 0.779 -5.732 0.0000
C -0.588 0.465 -7.009 0.0002
Sb -0.105 0.670 -2.580 0.0650
C 1.908 -0.053 -3.009 0.0072
C 2.881 0.512 -3.824 0.0005
C 4.067 -0.159 -4.087 0.0004
C 4.270 -1.396 -3.509 -0.0003
F 5.431 -2.066 -3.789 -0.0001
C 3.335 -1.976 -2.671 0.0003
C 2.154 -1.296 -2.434 0.0016
C -0.238 2.828 -3.001 0.0098
C -1.427 3.356 -2.516 0.0019
C -1.736 4.712 -2.647 0.0003
C -0.824 5.518 -3.305 -0.0002
F -1.116 6.851 -3.461 0.0000
C 0.360 5.033 -3.811 0.0004
C 0.659 3.674 -3.645 0.0008
H -3.015 -1.767 -6.220 0.0001
H -2.223 -1.182 -3.925 0.0002
H 0.631 1.501 -5.594 -0.0001
H -0.145 0.916 -7.886 0.0000
H 2.729 1.489 -4.260 0.0000
H 4.828 0.260 -4.732 0.0001
H 3.534 -2.935 -2.217 0.0001
H 1.414 -1.716 -1.765 0.0010
H -2.138 2.701 -2.023 0.0010
H -2.652 5.124 -2.251 0.0001
H 1.039 5.702 -4.323 0.0001
H 1.602 3.301 -4.015 0.0001
```

Properties
2S+1: 4
HOMO (alpha / beta): -0.002 / -0.059 hartree
net charge: -2
lowest unoccupied orbital energy (alpha / beta): 4.0 / 4.0 eV
HOMO-LUMO gap (alpha / beta): 4.02 / 5.58 eV



[2]
A cluster of 2 separate species, C10H16N3 in total at a distorted geometry, computed with ωB97M-V/def2-TZVPD.

The geometry in XYZ format:
```
29
Properties=species:S:1:pos:R:3:nbo_charge:R:1
C -0.804 -2.232 -1.546 -0.2464
C 0.079 -1.307 -2.081 -0.1795
C -1.030 -2.252 -0.179 -0.1832
C 0.787 -0.434 -1.245 -0.4033
C -0.282 -1.454 0.680 0.1093
C 0.779 -0.643 0.166 -0.0639
C 2.770 0.899 0.655 -0.6602
C -1.598 1.987 -0.227 -0.4280
C 1.759 -0.126 1.038 -0.1564
C 0.172 0.732 2.536 0.0840
N -0.586 -1.384 2.031 -0.3984
N -0.637 -0.183 2.650 -0.2492
N -1.353 1.261 -1.485 -0.7186
H -1.323 -2.923 -2.190 0.2393
H 0.217 -1.243 -3.150 0.2349
H -1.770 -2.922 0.233 0.2296
H 1.590 0.157 -1.663 0.2506
H -2.130 0.629 -1.697 0.4287
H 3.158 1.389 1.545 0.2443
H 3.616 0.423 0.155 0.2336
H 2.361 1.658 -0.009 0.2037
H -1.665 1.277 0.594 0.2355
H -0.771 2.667 -0.036 0.2263
H -2.523 2.559 -0.273 0.2317
H 2.004 -0.740 1.892 0.2405
H 0.138 1.727 2.904 0.2106
H -1.300 -2.017 2.371 0.4019
H -1.248 1.915 -2.264 0.4255
H -0.410 0.581 -1.406 0.4570
```

Properties
HOMO (alpha / beta): -0.404 / -0.404 hartree
net charge: +1
lowest unoccupied orbital energy (alpha / beta): -3.5 / -3.5 eV
HOMO-LUMO gap (alpha / beta): 7.53 / 7.53 eV



Going through the records in order, we get energy relative to the best compared isomer or geometry (same formula, charge and spin) values of 0.0 369.2 kJ/mol.